Molecular formula: CH2N2O2
Method: DFT, ωB97M-V with the def2-TZVPD basis set

Output
* max |F|: 4.7 eV/Å
* highest occupied orbital energy: -10.078 eV
* LUMO level: -0.36 eV
* HOMO-LUMO gap: 0.3573 Ha

```
7
Properties=species:S:1:pos:R:3:lowdin_charge:R:1
N 2.241 0.471 -0.102 -0.07
C -0.032 1.124 -0.013 -0.29
O 0.298 2.279 -0.008 0.08
N 0.974 0.165 -0.066 -0.01
O 2.955 -0.483 0.117 -0.02
H -0.974 0.615 -0.014 0.12
H 0.629 -0.848 0.158 0.19
```